(P)
Density functional theory data (ωB97M-V/def2-TZVPD) for one molecule with the formula CH5N3O.

Geometry (Å):
H: 0.80191 -1.34232 0.91478
H: -1.74944 -1.51025 -0.34414
C: -0.13377 1.01303 0.19115
H: -0.04373 0.96448 1.24510
H: 1.39256 0.35091 -1.25817
H: 0.02940 1.98239 -0.02790
N: -1.16785 0.31690 -0.46922
N: 1.01350 0.20137 -0.32129
N: 0.98560 -1.03706 -0.05153
O: -1.12817 -0.93946 0.12123

Its LUMO energy (alpha / beta) is 0.917 / 0.591 eV. The calculation puts the HOMO energy (alpha / beta) at -8.101 / -7.456 eV. Its charge is 0. The HOMO-LUMO gap (alpha / beta) comes out at 9.0 / 8.0 eV.

***

(Q)
Density functional theory data (ωB97M-V/def2-TZVPD) for one molecule with the formula CH5N3O.

Geometry (Å):
H: 0.89646 -0.46800 1.76909
H: -1.04346 0.65228 -1.75758
N: -0.36167 1.58253 0.74230
C: -0.06942 0.54541 0.11530
O: 0.77029 -1.57518 0.12905
H: -1.05594 2.14215 0.30928
H: 0.33175 -2.04322 1.04835
H: -0.10840 -0.71157 -1.70727
N: -0.28431 0.18726 -1.32244
N: 0.92470 -0.31166 0.67393

Its LUMO energy is 0.332 eV. The calculation puts the HOMO energy at -9.001 eV. Its charge is 0. The HOMO-LUMO gap comes out at 9.3 eV.

***

(R)
Density functional theory data (ωB97M-V/def2-TZVPD) for one molecule with the formula CH5N3O.

Geometry (Å):
N: 1.43119 -0.56663 -0.02035
H: -1.08317 -1.59593 0.14133
H: 1.35887 -1.58360 0.00791
H: 0.93602 2.02116 -0.05911
H: 2.11976 -0.15342 0.51904
N: 0.15351 1.46346 -0.09869
H: -1.93121 0.84105 0.16983
N: -0.97214 -0.60082 -0.30616
O: -2.22130 0.02379 0.03981
C: 0.20847 0.15093 -0.39360

Its LUMO energy is 0.643 eV. The calculation puts the HOMO energy at -8.929 eV. Its charge is 0. The HOMO-LUMO gap comes out at 9.6 eV.

***

Stability comparison, relative energies in eV: (P) 2.578; (Q) 0.000; (R) 0.340